{
  "formula": "C33H77F9GaN6O9S",
  "method": "the ωB97M-V functional and the def2-TZVPD basis",
  "symbols": ["C", "C", "C", "N", "Ga", "N", "C", "C", "O", "C", "C", "C", "F", "F", "C", "F", "F", "S", "F", "F", "F", "F", "F", "H", "H", "H", "H", "H", "H", "H", "H", "H", "H", "H", "H", "H", "H", "H", "H", "H", "C", "O", "C", "C", "N", "C", "C", "O", "C", "H", "H", "H", "H", "H", "H", "H", "H", "H", "H", "H", "H", "H", "H", "H", "C", "O", "C", "C", "N", "C", "C", "O", "C", "H", "H", "H", "H", "H", "H", "H", "H", "H", "H", "H", "H", "H", "H", "H", "C", "O", "C", "C", "N", "C", "C", "O", "C", "H", "H", "H", "H", "H", "H", "H", "H", "H", "H", "H", "H", "H", "H", "H", "C", "O", "C", "C", "N", "C", "C", "O", "C", "H", "H", "H", "H", "H", "H", "H", "H", "H", "H", "H", "H", "H", "H", "H"],
  "positions_angstrom": [[5.801, 0.119, -0.091], [5.167, -1.149, -0.657], [5.847, -1.648, -1.919], [4.163, -1.664, -0.091], [2.655, -1.868, -1.307], [2.822, -0.471, -2.651], [2.594, -3.716, -2.215], [2.471, -3.552, -3.702], [2.626, -4.798, -4.391], [0.875, -1.581, -0.303], [-0.248, -2.181, -1.133], [-1.644, -1.771, -0.745], [-1.828, -2.056, 0.590], [-2.603, -2.484, -1.408], [-2.050, -0.272, -0.821], [-1.393, 0.448, 0.130], [-3.383, -0.198, -0.544], [-1.774, 0.597, -2.491], [-3.326, 0.728, -2.789], [-1.759, -0.775, -3.261], [-0.223, 0.524, -2.255], [-1.824, 2.020, -1.767], [-1.491, 1.334, -3.862], [6.731, 0.365, -0.602], [6.005, 0.020, 0.967], [5.084, 0.912, -0.266], [5.866, -0.840, -2.647], [5.321, -2.489, -2.352], [6.870, -1.941, -1.694], [2.482, 0.387, -2.237], [2.238, -0.680, -3.450], [1.802, -4.350, -1.821], [3.535, -4.226, -2.017], [3.226, -2.841, -4.037], [1.496, -3.112, -3.935], [2.544, -4.646, -5.331], [0.784, -0.506, -0.176], [0.916, -2.021, 0.687], [-0.070, -2.031, -2.193], [-0.231, -3.256, -0.989], [4.272, 2.371, -4.900], [4.442, 1.128, -5.549], [3.862, 1.064, -6.840], [4.933, 0.959, -7.903], [5.691, 2.199, -8.016], [6.896, 2.098, -8.833], [8.007, 1.162, -8.366], [8.654, 1.572, -7.178], [8.024, 1.172, -5.970], [4.613, 2.257, -3.873], [4.860, 3.166, -5.376], [3.219, 2.667, -4.881], [3.206, 1.920, -7.023], [3.249, 0.158, -6.876], [4.465, 0.740, -8.868], [5.571, 0.105, -7.636], [5.957, 2.502, -7.088], [7.321, 3.102, -8.905], [6.601, 1.808, -9.847], [8.780, 1.169, -9.140], [7.665, 0.124, -8.275], [7.512, 0.213, -6.074], [7.315, 1.925, -5.616], [8.802, 1.070, -5.213], [1.318, 1.340, 2.459], [1.588, 2.611, 3.034], [1.738, 2.601, 4.446], [3.166, 2.911, 4.847], [4.055, 1.817, 4.484], [5.482, 2.098, 4.616], [6.097, 3.195, 3.751], [6.087, 2.905, 2.370], [4.904, 3.303, 1.700], [1.086, 1.501, 1.408], [2.179, 0.668, 2.522], [0.456, 0.866, 2.938], [1.415, 1.645, 4.867], [1.087, 3.383, 4.847], [3.209, 3.059, 5.931], [3.446, 3.858, 4.365], [3.869, 1.553, 3.526], [6.003, 1.167, 4.382], [5.698, 2.325, 5.666], [7.150, 3.274, 4.038], [5.649, 4.180, 3.934], [4.489, 4.221, 2.126], [4.147, 2.516, 1.723], [5.151, 3.485, 0.654], [-2.560, 0.077, 3.438], [-2.703, 1.462, 3.721], [-3.004, 2.258, 2.581], [-4.410, 2.808, 2.667], [-5.383, 1.737, 2.514], [-6.761, 2.096, 2.808], [-7.131, 2.535, 4.223], [-6.995, 1.523, 5.204], [-5.709, 1.408, 5.787], [-2.198, -0.402, 4.346], [-3.512, -0.385, 3.155], [-1.832, -0.093, 2.641], [-2.863, 1.695, 1.658], [-2.298, 3.095, 2.574], [-4.560, 3.545, 1.872], [-4.505, 3.328, 3.632], [-5.122, 0.963, 3.111], [-7.362, 1.214, 2.577], [-7.075, 2.885, 2.116], [-8.195, 2.788, 4.199], [-6.603, 3.440, 4.546], [-5.208, 2.376, 5.858], [-5.075, 0.711, 5.232], [-5.839, 1.008, 6.794], [-7.641, -5.338, 0.560], [-8.678, -4.622, 1.203], [-9.043, -5.134, 2.477], [-8.658, -4.175, 3.582], [-7.212, -4.110, 3.743], [-6.745, -3.042, 4.626], [-7.012, -1.598, 4.218], [-6.289, -1.172, 3.078], [-6.867, -1.458, 1.819], [-7.549, -4.943, -0.449], [-6.679, -5.214, 1.069], [-7.876, -6.405, 0.498], [-8.601, -6.120, 2.646], [-10.132, -5.248, 2.479], [-9.102, -4.518, 4.522], [-9.097, -3.198, 3.338], [-6.787, -3.982, 2.834], [-5.663, -3.162, 4.724], [-7.172, -3.207, 5.621], [-6.657, -0.960, 5.027], [-8.081, -1.383, 4.105], [-7.959, -1.445, 1.863], [-6.528, -2.422, 1.429], [-6.532, -0.686, 1.125]],
  "lowdin_charge": [-0.069, -0.567, -0.077, 0.023, 0.361, -0.055, -0.219, -0.389, -0.093, -0.212, -0.198, -0.454, 0.091, 0.096, -0.385, 0.085, 0.097, 0.768, -0.137, -0.120, -0.120, -0.140, -0.123, 0.058, 0.064, 0.059, 0.064, 0.050, 0.068, -0.039, -0.039, 0.040, 0.043, 0.087, 0.093, 0.057, 0.019, 0.051, 0.092, 0.122, -0.118, -0.197, -0.222, -0.217, -0.052, -0.207, -0.236, -0.183, -0.092, 0.085, 0.076, 0.086, 0.121, 0.122, 0.120, 0.106, 0.069, 0.116, 0.114, 0.117, 0.110, 0.090, 0.073, 0.087, -0.092, -0.196, -0.223, -0.221, -0.047, -0.202, -0.238, -0.181, -0.103, 0.084, 0.088, 0.079, 0.123, 0.118, 0.119, 0.105, 0.076, 0.119, 0.113, 0.117, 0.108, 0.085, 0.071, 0.086, -0.097, -0.194, -0.208, -0.208, -0.038, -0.200, -0.218, -0.193, -0.103, 0.090, 0.078, 0.068, 0.105, 0.124, 0.122, 0.106, 0.061, 0.102, 0.119, 0.118, 0.110, 0.089, 0.072, 0.088, -0.113, -0.196, -0.223, -0.220, -0.049, -0.193, -0.217, -0.203, -0.091, 0.089, 0.081, 0.086, 0.121, 0.119, 0.121, 0.107, 0.071, 0.121, 0.118, 0.098, 0.118, 0.091, 0.077, 0.086],
  "lumo_energy_ev": 2.19,
  "gap_ev": 6.1,
  "e_homo_ev": -4.0,
  "energy_ha": -5530.81111,
  "total_charge": -1
}

---

{
  "formula": "C3H12N2OS2",
  "method": "the ωB97M-V functional and the def2-TZVPD basis",
  "symbols": ["S", "S", "C", "C", "C", "N", "N", "H", "H", "H", "H", "H", "H", "H", "H", "H", "H", "H", "H", "O"],
  "positions_angstrom": [[-0.071, 2.264, -1.535], [1.680, -2.272, -0.570], [0.351, -1.115, -0.904], [-0.571, -1.017, 0.367], [-1.549, 0.109, 0.097], [-2.589, 0.000, 1.157], [0.064, -0.802, 1.715], [0.466, 2.807, -2.623], [-0.160, -1.183, -1.864], [0.886, -0.122, -0.889], [-1.045, -1.993, 0.495], [-2.011, -0.018, -0.882], [-1.159, 1.108, 0.211], [-2.061, -0.129, 2.012], [-3.326, -0.674, 1.024], [0.746, -0.046, 1.605], [0.642, -1.641, 1.709], [1.592, 2.697, 1.564], [0.748, 2.201, 0.325], [1.025, 1.978, 1.247]],
  "nbo_charge": [-0.435, 0.212, -0.616, -0.061, -0.241, -0.811, -0.814, 0.121, 0.251, 0.318, 0.208, 0.203, 0.222, 0.382, 0.362, 0.393, 0.356, 0.479, 0.478, -1.006],
  "lumo_energy_ev": -4.64,
  "gap_ev": 3.9,
  "e_homo_ev": -8.5,
  "energy_ha": -1102.43194,
  "total_charge": 0
}

---

{
  "formula": "CH8N4",
  "method": "the ωB97M-V functional and the def2-TZVPD basis",
  "symbols": ["C", "N", "N", "N", "N", "H", "H", "H", "H", "H", "H", "H", "H"],
  "positions_angstrom": [[0.088, 1.986, 0.954], [-0.445, 0.925, 0.606], [1.303, -0.487, -0.798], [0.050, -0.288, -0.792], [-0.774, -1.420, -0.346], [-0.527, 2.815, 1.393], [1.148, 2.046, 0.778], [-1.489, 0.656, 0.598], [1.838, -0.937, -0.126], [1.894, -0.126, -1.620], [-0.880, -1.419, 0.720], [-0.447, -2.362, -0.722], [-1.758, -1.389, -0.643]],
  "nbo_charge": [0.116, -0.458, -0.498, 0.159, -0.593, 0.290, 0.240, 0.413, 0.411, 0.475, 0.468, 0.500, 0.478],
  "lumo_energy_ev": -10.87,
  "gap_ev": 9.6,
  "e_homo_ev": -20.5,
  "energy_ha": -261.05828,
  "total_charge": 2
}